[1]
ORCA calculation (ωB97M-V/def2-TZVPD) on 11 unconnected molecules or ions with the total composition C63H77ClF4N10O6PSSi at a distorted geometry.

```
164
Properties=species:S:1:pos:R:3
C 6.6229 -0.8512 4.5014
Si 7.2501 -2.0051 3.0808
C 9.1628 -1.5976 2.8904
C 6.4342 -1.4640 1.4251
O 7.1678 -3.7224 3.4357
C 5.8099 -4.2675 3.2895
C 4.8588 -4.0442 4.6082
C 3.2513 -4.2277 4.3441
C 2.7167 -5.5612 5.1909
F 3.5027 -6.7499 4.6898
F 1.2946 -5.8329 4.7789
C 2.7885 -5.3774 6.8184
F 3.4780 -6.5693 7.4234
F 1.3871 -5.3573 7.3771
O 2.7736 -4.5533 2.9812
P 2.5219 -3.0627 2.1041
C 0.7089 -3.4343 1.5195
C 0.1201 -2.2642 0.5139
C -0.0280 -0.7844 1.2271
C -0.7795 0.3334 0.2906
S -0.5548 2.0162 1.1549
O 0.4299 2.9100 0.3185
O -1.9560 2.7185 1.3262
Cl 0.2419 1.8350 3.0947
O 1.8822 -2.1199 3.4529
C 2.4472 -2.7981 4.6644
O 1.2093 -2.8974 5.5034
H 6.5552 -1.4953 5.4964
H 7.4000 0.0158 4.7495
H 5.5668 -0.4162 4.1950
H 9.1995 -0.5184 2.3961
H 9.5764 -1.5443 4.0089
H 9.7130 -2.4167 2.2546
H 5.4899 -2.0736 1.1017
H 6.0940 -0.3285 1.5671
H 7.1764 -1.4435 0.4933
H 5.9408 -5.4491 3.1769
H 5.3495 -3.9032 2.2767
H 5.1726 -4.8911 5.3888
H 5.0111 -3.0269 5.1657
H 3.3213 -4.3656 7.0678
H 3.0867 -3.8294 0.9857
H 2.4835 -2.0000 1.1137
H 3.7759 -2.4084 2.4904
H 0.6672 -4.4512 0.8967
H -0.0080 -3.6309 2.4534
H -0.9069 -2.6289 0.0729
H 0.8802 -2.1502 -0.3814
H -0.5035 -0.8945 2.3159
H 1.0712 -0.3650 1.4245
H -1.9294 0.1411 0.1728
H -0.2341 0.3649 -0.7585
H 3.0944 -1.9919 5.2517
H 0.4664 -2.8542 4.8224
N 5.4726 0.2305 6.8054
C 5.4499 -0.2371 8.0728
C 5.0875 0.5278 9.1699
C 4.7296 1.8549 8.9578
C 4.7450 2.3660 7.6641
C 5.1184 1.5222 6.6305
H 5.7404 -1.2774 8.1871
H 5.0847 0.0992 10.1657
H 4.4409 2.4858 9.7934
H 4.4721 3.3963 7.4656
H 5.1427 1.8731 5.6026
N -1.1274 5.0351 -2.8361
C -1.1501 4.5675 -1.5688
C -1.5125 5.3324 -0.4716
C -1.8704 6.6596 -0.6838
C -1.8550 7.1707 -1.9775
C -1.4816 6.3268 -3.0111
H -0.8596 3.5272 -1.4545
H -1.5153 4.9038 0.5242
H -2.1591 7.2904 0.1519
H -2.1279 8.2009 -2.1760
H -1.4573 6.6777 -4.0390
N 3.1912 6.1002 1.2746
C 3.3179 7.3664 1.7284
C 2.6925 8.4589 1.1491
C 1.8905 8.2430 0.0335
C 1.7419 6.9504 -0.4586
C 2.4047 5.9216 0.1911
H 3.9567 7.4838 2.5989
H 2.8279 9.4539 1.5576
H 1.3852 9.0749 -0.4484
H 1.1243 6.7491 -1.3266
H 2.3175 4.8947 -0.1526
N -4.7581 2.5686 -4.7138
C -5.9220 2.3837 -4.0531
C -6.2266 2.9891 -2.8445
C -5.2799 3.8334 -2.2741
C -4.0708 4.0423 -2.9296
C -3.8592 3.3951 -4.1363
H -6.6268 1.7137 -4.5369
H -7.1788 2.8064 -2.3594
H -5.4824 4.3247 -1.3269
H -3.3121 4.6939 -2.5111
H -2.9329 3.5287 -4.6881
N -3.7489 -1.4929 -0.8475
C -3.7394 -2.5916 -1.6338
C -4.0138 -2.5697 -2.9918
C -4.3210 -1.3480 -3.5816
C -4.3407 -0.1991 -2.7976
C -4.0489 -0.3211 -1.4486
H -3.4973 -3.5210 -1.1266
H -3.9891 -3.4829 -3.5754
H -4.5430 -1.2916 -4.6433
H -4.5769 0.7680 -3.2270
H -4.0477 0.5471 -0.7955
N -6.1833 -0.2506 -6.5707
C -5.7677 -0.3927 -7.8484
C -6.5015 -1.0392 -8.8301
C -7.7359 -1.5774 -8.4819
C -8.1903 -1.4489 -7.1734
C -7.3864 -0.7819 -6.2631
H -4.7970 0.0413 -8.0698
H -6.1198 -1.1215 -9.8414
H -8.3390 -2.0924 -9.2240
H -9.1475 -1.8578 -6.8702
H -7.6986 -0.6524 -5.2305
N -9.5930 2.3184 -0.7927
C -8.6329 2.2830 0.1572
C -8.8881 2.3882 1.5151
C -10.2075 2.5433 1.9267
C -11.2184 2.5853 0.9720
C -10.8647 2.4681 -0.3625
H -7.6192 2.1639 -0.2143
H -8.0777 2.3507 2.2342
H -10.4463 2.6304 2.9827
H -12.2565 2.7057 1.2604
H -11.6178 2.4914 -1.1452
N 0.8812 -2.5096 -2.6569
C -0.0078 -2.6237 -3.6678
C 0.3406 -2.9607 -4.9660
C 1.6827 -3.1915 -5.2484
C 2.6223 -3.0798 -4.2287
C 2.1767 -2.7413 -2.9612
H -1.0420 -2.4307 -3.3980
H -0.4161 -3.0407 -5.7381
H 1.9941 -3.4564 -6.2547
H 3.6759 -3.2528 -4.4165
H 2.8709 -2.6454 -2.1310
N -8.6963 -5.1118 -9.5009
C -8.3892 -6.0660 -10.4067
C -7.5048 -7.1044 -10.1624
C -6.8934 -7.1684 -8.9148
C -7.1878 -6.1991 -7.9615
C -8.0884 -5.2013 -8.2980
H -8.8894 -5.9709 -11.3661
H -7.2975 -7.8450 -10.9265
H -6.1934 -7.9671 -8.6871
H -6.7276 -6.2207 -6.9802
H -8.3536 -4.4238 -7.5870
N 10.0029 1.5593 3.7230
C 11.0494 1.8338 4.5323
C 11.3801 3.1103 4.9582
C 10.5935 4.1728 4.5259
C 9.5100 3.9222 3.6903
C 9.2565 2.6110 3.3212
H 11.6346 0.9720 4.8397
H 12.2306 3.2721 5.6106
H 10.8226 5.1876 4.8378
H 8.8780 4.7285 3.3356
H 8.4202 2.3637 2.6733
```

Its frontier orbital gap is 6.21 eV. The highest occupied orbital energy comes out at -4.946 eV. Its net charge is -1. The spin multiplicity is 1.

---

[2]
ORCA calculation (ωB97M-V/def2-TZVPD) on 3 unconnected molecules or ions with the total composition C2H9O2 at a distorted geometry.

```
13
Properties=species:S:1:pos:R:3
O 1.7986 -0.9812 1.4713
H 0.5634 -0.4076 0.4999
H 1.5971 -1.0971 2.4159
H 2.7573 -0.7833 1.5084
C -1.2200 0.1940 -0.5901
O -0.8297 -1.2599 -0.4939
C -0.1838 1.1976 -1.0174
H -1.4122 0.3830 0.4629
H -2.1637 0.1033 -1.1322
H -1.1976 -1.6929 0.2794
H 0.6121 1.2109 -0.2614
H -0.5510 2.2152 -1.1642
H 0.2295 0.9181 -1.9786
```

As for the expectation value of S²: 0.75. The calculation puts the energy above the lowest of the compared OMol25 structures with the same formula, charge and spin at 0.587 eV. Its frontier orbital gap (alpha / beta) is 7.33 / 10.50 eV. The highest occupied orbital energy (alpha / beta) comes out at -6.191 / -10.145 eV. Its net charge is 0. The spin multiplicity is 2.

---

[3]
ORCA calculation (ωB97M-V/def2-TZVPD) on 16 unconnected molecules or ions with the total composition C46H148N38O16P6 at a distorted geometry.

```
254
Properties=species:S:1:pos:R:3
O 5.0684 1.3041 3.3406
P 4.8594 0.3119 4.4586
N 5.6481 -1.1547 4.1538
C 5.2071 -2.2756 4.9795
C 5.8445 -1.5312 2.8054
N 3.1823 0.2714 4.7968
C 2.1752 0.7830 3.8787
C 2.7320 -0.0019 6.1381
N 5.4001 0.7663 5.9266
C 6.8064 0.5008 6.2774
C 4.9262 1.9848 6.4902
H 4.1750 -2.6062 4.6953
H 5.1103 -2.0161 6.0451
H 5.8216 -3.1684 5.0104
H 6.2760 -0.7734 2.1459
H 4.8868 -1.8451 2.3392
H 6.4598 -2.4217 2.7569
H 2.2992 0.2036 2.9638
H 1.1691 0.5129 4.3000
H 2.2399 1.8505 3.7334
H 3.5006 -0.5307 6.6722
H 2.5172 0.8597 6.7138
H 1.8342 -0.7293 6.0324
H 6.8864 0.7377 7.3335
H 6.9414 -0.5399 5.9433
H 7.4000 1.1822 5.7503
H 3.9122 2.2558 6.1901
H 5.5559 2.8397 6.3317
H 4.8339 1.8589 7.5455
O -2.9244 2.4633 4.3801
P -2.3576 3.7954 4.7453
N -3.3035 4.4048 5.9033
C -2.8556 5.6332 6.5215
C -4.0037 3.5029 6.8130
N -2.2073 5.0072 3.6969
C -3.3357 5.9217 3.4448
C -1.3183 4.8012 2.5664
N -0.7211 3.5632 5.0482
C -0.4004 2.5908 6.0991
C 0.2615 4.6241 5.2532
H -2.0399 5.4422 7.2979
H -3.6221 6.2588 6.9519
H -2.3485 6.2934 5.8279
H -3.9676 2.4630 6.5268
H -5.0887 3.7810 6.8785
H -3.5749 3.6762 7.7973
H -4.2891 5.6860 3.8518
H -3.1464 6.9189 3.8024
H -3.4685 5.9775 2.3334
H -1.9543 4.6604 1.6678
H -0.6579 5.6437 2.4250
H -0.6996 3.9643 2.6567
H 0.5277 2.0868 5.8938
H -0.3167 3.1067 7.0732
H -1.1956 1.8563 6.1690
H 1.2297 4.2455 4.9585
H 0.3656 4.8806 6.3571
H -0.0681 5.4512 4.6107
O -3.6331 -1.4910 1.1265
P -5.0351 -1.2207 0.7762
N -5.1948 -0.8988 -0.8624
C -6.1321 0.0906 -1.4062
C -4.3524 -1.6464 -1.8153
N -5.6467 0.0861 1.5405
C -4.9521 1.3962 1.3401
C -6.1905 -0.1863 2.9051
N -6.0515 -2.4807 1.1537
C -5.8522 -3.2128 2.3207
C -7.3429 -2.8457 0.5907
H -5.7779 1.1604 -1.4856
H -7.0672 0.0887 -0.8119
H -6.3994 -0.3478 -2.3202
H -3.7474 -0.9005 -2.2782
H -4.9181 -2.1155 -2.5899
H -3.7205 -2.3987 -1.2997
H -4.0324 1.5200 1.9404
H -4.5830 1.4192 0.2836
H -5.5340 2.3140 1.5630
H -5.4569 -0.6403 3.5499
H -6.4776 0.7864 3.2722
H -7.0357 -0.8367 2.8200
H -6.2613 -4.2373 2.1259
H -4.7564 -3.2247 2.5376
H -6.4167 -2.7711 3.1675
H -8.2169 -2.6756 1.2556
H -7.2855 -3.9272 0.3720
H -7.5238 -2.1952 -0.2680
O 0.1597 -7.0872 0.4578
P -1.3208 -7.1801 0.3760
N -1.7871 -8.5607 -0.4676
C -0.9215 -9.5878 -1.0114
C -3.1191 -8.6778 -0.9826
N -2.1043 -5.9257 -0.3729
C -2.1033 -4.6068 0.3267
C -1.9429 -5.7716 -1.8306
N -2.0548 -7.3157 1.8347
C -1.6934 -8.3153 2.8391
C -3.2165 -6.6268 2.2884
H -0.9931 -10.4725 -0.4647
H 0.1562 -9.3046 -0.9499
H -1.1184 -9.8333 -2.0395
H -3.7879 -8.0282 -0.4263
H -3.5018 -9.6529 -0.8829
H -3.1716 -8.2617 -2.0112
H -1.4453 -3.9261 -0.1607
H -3.1187 -4.2410 0.2757
H -1.8282 -4.6677 1.4024
H -1.2629 -4.9190 -2.1245
H -1.5531 -6.6486 -2.3612
H -2.9015 -5.7282 -2.2861
H -1.7515 -7.8543 3.8100
H -2.4361 -9.1185 2.8939
H -0.6999 -8.7787 2.6854
H -3.9946 -7.2899 2.6236
H -3.6953 -6.1094 1.5016
H -2.9749 -5.8985 3.1039
O 0.1571 0.9808 -2.2683
P 0.8940 0.4246 -1.1144
N 0.3619 -1.0843 -0.7643
C -1.0994 -1.4177 -0.7877
C 1.2955 -2.2189 -0.8204
N 0.6653 1.2813 0.3447
C -0.3791 0.9695 1.2710
C 0.9655 2.7483 0.3975
N 2.5118 0.3227 -1.3714
C 2.9913 -0.0528 -2.7004
C 3.4825 0.5090 -0.3697
H -1.3054 -2.3023 -1.4423
H -1.6855 -0.5577 -1.1038
H -1.4560 -1.8103 0.1777
H 1.0355 -2.7545 -1.7614
H 1.0118 -2.8186 0.0332
H 2.3493 -1.9844 -0.8162
H -1.3395 1.4551 1.0044
H -0.5392 -0.0951 1.4028
H -0.0469 1.2824 2.2807
H 1.8939 3.0072 -0.0852
H 0.1992 3.3133 0.0080
H 1.0238 3.0561 1.4182
H 2.1365 0.0951 -3.3478
H 3.7500 0.7478 -2.8479
H 3.3853 -1.0422 -2.6844
H 3.0749 0.8622 0.5443
H 4.3304 1.0850 -0.8075
H 3.8739 -0.5507 -0.0150
O -6.0669 3.2105 -4.2119
P -4.6339 2.9372 -4.0817
N -3.7315 4.0731 -4.9801
C -3.5872 5.4181 -4.3073
C -4.0329 4.1894 -6.4151
N -4.1303 1.4966 -4.6844
C -5.1890 0.4084 -4.9236
C -2.9090 1.2766 -5.4680
N -4.1979 3.0103 -2.4920
C -4.8468 3.9072 -1.6308
C -3.1106 2.2186 -1.8779
H -3.1734 5.2740 -3.2846
H -4.6192 5.8340 -4.1499
H -2.9679 6.0914 -4.8337
H -3.1376 4.0386 -7.0532
H -4.4507 5.1461 -6.6542
H -4.8071 3.5155 -6.6069
H -6.0621 0.5609 -4.2415
H -5.6803 0.5813 -5.8419
H -4.7444 -0.6091 -4.8426
H -2.2318 0.5784 -5.0480
H -3.1611 0.8291 -6.4437
H -2.4888 2.2542 -5.4736
H -5.6392 4.4468 -2.1588
H -5.2963 3.3186 -0.8069
H -4.0906 4.6179 -1.1329
H -3.4465 1.1614 -1.7826
H -2.8698 2.6824 -0.8946
H -2.1730 2.1635 -2.4295
C 3.4187 -6.5460 -1.4781
O 3.3012 -6.9297 -2.6573
N 4.5414 -5.7141 -1.2113
N 2.4465 -6.6508 -0.5900
H 5.2201 -6.0532 -1.8615
H 4.9153 -5.7386 -0.2889
H 1.8539 -7.4737 -0.7101
H 2.6661 -6.5448 0.3880
C 4.6847 -0.3578 -6.0291
O 5.3719 -1.2045 -5.3968
N 5.2087 0.8583 -6.2876
N 3.4852 -0.6500 -6.4837
H 4.6252 1.6768 -6.5548
H 5.8512 1.0832 -5.5039
H 3.1616 0.1284 -7.0746
H 3.0057 -1.5422 -6.2523
C 4.4707 4.3703 1.5475
O 4.1145 5.2748 0.7832
N 4.2465 4.5066 2.9009
N 5.3428 3.4400 1.0931
H 3.6654 5.2744 3.3345
H 4.5732 3.6684 3.4278
H 5.4026 2.5574 1.6024
H 5.4379 3.3672 0.1074
C 2.7785 -3.8153 -4.8853
O 2.2044 -3.0665 -5.7775
N 4.0887 -3.6217 -4.4112
N 2.0721 -4.9740 -4.4486
H 4.5168 -2.7283 -4.6532
H 4.2100 -4.1158 -3.5428
H 1.2267 -5.1778 -4.9034
H 2.4930 -5.7191 -3.8708
C 1.8931 2.4165 -5.0946
O 2.8049 2.4805 -5.9299
N 1.8393 3.2095 -3.9448
N 0.8666 1.5861 -5.3182
H 1.1936 2.8883 -3.2062
H 2.5929 3.7672 -3.6603
H 0.1019 1.4232 -4.6885
H 0.9328 0.9759 -6.0933
C 7.2937 0.4531 -3.0226
O 7.4687 1.0755 -1.9778
N 7.5741 0.8442 -4.2909
N 7.0186 -0.9232 -3.0417
H 7.5649 0.0552 -4.9076
H 7.8419 1.8087 -4.4560
H 6.4141 -1.3081 -3.8156
H 6.7000 -1.4482 -2.2317
C -0.7786 -2.3587 -4.5290
O -1.7831 -2.7203 -3.9054
N 0.2365 -1.4891 -4.1362
N -0.7220 -2.5068 -5.8990
H 1.1457 -1.7552 -4.4645
H 0.2781 -1.1707 -3.1563
H -1.0751 -3.3939 -6.1820
H 0.1852 -2.4005 -6.2667
C 0.6825 5.9402 -1.4156
O -0.0303 5.8904 -0.3957
N 0.2682 5.8463 -2.7120
N 2.0382 6.1175 -1.3599
H -0.7111 5.6212 -2.6637
H 0.8610 5.4671 -3.4088
H 2.6566 5.7046 -2.0637
H 2.5155 5.9961 -0.4803
C -1.3226 -1.0619 4.4938
O -0.5117 -0.5823 5.3421
N -2.3319 -0.3505 3.9282
N -1.0797 -2.3566 3.9306
H -2.5286 0.5758 4.2716
H -3.0039 -0.8528 3.4019
H -1.8871 -2.6172 3.4123
H -0.8355 -2.9636 4.7249
C 5.4473 4.8089 -2.5410
O 4.5207 3.9916 -2.4792
N 6.2578 4.8432 -3.6722
N 5.7357 5.6510 -1.5488
H 7.0670 5.4176 -3.8923
H 5.9879 4.1881 -4.3738
H 6.4145 6.4131 -1.7006
H 5.1262 5.5898 -0.7644
```

Its frontier orbital gap is 8.43 eV. The highest occupied orbital energy comes out at -8.246 eV. Its net charge is 0. The spin multiplicity is 1.

---

[4]
ORCA calculation (ωB97M-V/def2-TZVPD) on a molecular structure, C13H30O13Zr at a distorted geometry.

```
57
Properties=species:S:1:pos:R:3
Zr -0.5175 0.4950 -0.7083
C -0.2622 4.1220 -0.8831
O -0.3015 2.6974 -0.9615
H -1.0763 4.5011 -0.2652
H 0.6309 4.4383 -0.3442
H -0.0723 4.7508 -1.7529
C -3.8796 0.5344 0.6063
O -2.6230 0.6371 -0.0162
H -4.0286 -0.3361 1.2451
H -3.9501 1.3294 1.3487
H -4.7572 0.4569 -0.0355
C 1.8389 -0.1239 -3.3192
O 0.6794 0.0514 -2.5141
H 1.9328 -1.0942 -3.8068
H 1.8584 0.5638 -4.1647
H 2.7360 -0.0996 -2.7005
C 0.3512 -2.9077 0.3812
O 0.0193 -1.5344 0.1475
H 1.4053 -3.1591 0.2634
H 0.0226 -3.1754 1.3854
H -0.1859 -3.5582 -0.3090
C -1.5835 -0.2443 3.7094
O -0.4184 0.5846 3.7964
C 0.0144 1.3393 2.7602
O -0.3600 1.2450 1.5595
O 1.0527 2.1656 3.1575
C 1.3080 2.4052 4.4739
H -2.5180 0.2482 3.4408
H -1.6415 -0.7142 4.6912
H -1.3548 -1.0573 3.0203
H 1.6762 1.4433 4.8307
H 0.4156 2.5160 5.0899
H 1.9298 3.2988 4.5275
C -1.2858 -3.5052 -3.1058
O -2.6223 -2.9728 -3.0459
C -2.7328 -1.8078 -2.4703
O -1.7991 -1.0123 -2.1666
O -4.1057 -1.6051 -2.1983
C -5.1036 -2.6040 -2.4971
H -0.3758 -3.1118 -2.6529
H -1.1118 -3.3769 -4.1741
H -1.2983 -4.5826 -2.9406
H -4.9986 -2.9343 -3.5305
H -6.0685 -2.1052 -2.4058
H -5.0344 -3.5769 -2.0106
C 3.7873 2.7541 -0.4454
O 4.0948 1.5057 0.0857
C 3.0629 0.6479 0.3498
O 1.8632 0.8643 0.0623
O 3.4818 -0.4591 0.9807
C 4.8648 -0.6926 1.2603
H 3.5970 2.6381 -1.5123
H 4.6871 3.2995 -0.1610
H 2.8862 3.1546 0.0192
H 5.5455 -0.8110 0.4173
H 4.9336 -1.6619 1.7541
H 5.3912 0.1361 1.7340
```

As for the expectation value of S²: 0.79. The calculation puts the energy above the lowest of the compared OMol25 structures with the same formula, charge and spin at 0.589 eV. Its frontier orbital gap (alpha / beta) is 8.71 / 4.42 eV. The highest occupied orbital energy (alpha / beta) comes out at -11.141 / -11.132 eV. Its net charge is +1. The spin multiplicity is 2.